a | Molecular formula: C12H15N
Method: DFT, ωB97M-V/def2-TZVPD

```
! wB97M-V def2-TZVPD RIJCOSX def2/J DEFGRID3
* xyz 0 1
C -1.41208 -0.70454 -0.82985
C -1.17465 0.79004 -1.19788
C -0.27410 1.42929 -0.12062
C -0.96752 1.35471 1.22846
C -1.01134 -0.15076 1.64270
C -0.63717 -1.03382 0.48346
C 0.83094 -0.73596 0.28823
C 1.91855 -1.55377 0.31105
C 3.12767 -1.03159 -0.07810
C 3.28255 0.27672 -0.51203
C 2.22257 1.16209 -0.39945
C 1.01788 0.65901 -0.03843
H -3.24609 -0.61897 -1.68319
H -3.18158 -1.96696 -0.82569
H -1.06911 -1.41427 -1.68894
H -2.09446 1.38472 -0.97506
H -0.77170 0.99826 -2.15699
H -0.16848 2.47916 -0.33705
H -2.00670 1.79994 1.17736
H -0.35142 1.95760 1.98938
H -2.05796 -0.22178 1.88829
H -0.37652 -0.40372 2.57140
H -0.99896 -2.10592 0.62351
H 1.76286 -2.62804 0.64731
H 3.96917 -1.67107 0.01353
H 4.32457 0.60352 -0.88447
H 2.26842 2.30296 -0.45878
N -2.92534 -0.95686 -0.67815
*
```

Output
* gap between HOMO and LUMO: 9.62 eV
* HOMO: -8.72 eV
* M: 173.3 g mol⁻¹

=====

b | Molecular formula: C12H15N
Method: DFT, ωB97M-V/def2-TZVPD

```
! wB97M-V def2-TZVPD RIJCOSX def2/J DEFGRID3
* xyz 0 1
C 1.41494 1.96216 0.70880
C 2.26015 2.42115 -0.31589
C 1.41951 0.96473 -1.83553
C 0.44300 1.04698 0.33506
C 0.52188 0.54405 -0.94663
C 0.81430 -1.88790 1.01819
C -0.20078 -0.88568 1.73156
C 0.14065 -1.99730 -0.37648
C -0.68985 0.15287 0.77681
C -0.50668 -0.60023 -0.62708
C -1.92869 0.85796 1.02174
C -1.55558 -0.64292 -1.71676
N 2.19105 2.00380 -1.61854
H 1.70505 2.16457 1.67208
H 2.96905 3.12934 -0.10272
H 1.26709 0.55825 -2.84138
H 1.84386 -1.46501 0.80287
H 0.82936 -2.77497 1.58463
H -1.11369 -1.50558 2.00002
H 0.17185 -0.50469 2.64432
H 0.79815 -2.16523 -1.22529
H -0.59194 -2.75648 -0.40180
H -2.65077 0.22523 1.50103
H -2.36850 1.50464 0.19821
H -1.92740 1.61658 1.77852
H -2.30178 -1.36956 -1.39252
H -0.90904 -0.93838 -2.64375
H -2.04516 0.34161 -1.72948
*
```

Output
* gap between HOMO and LUMO: 10.06 eV
* HOMO: -9.25 eV
* M: 173.3 g mol⁻¹

=====

Sorted by energy, starting with the most stable: a, b.

=====

a | Molecular formula: C2H13N2O2
Method: DFT, ωB97M-V/def2-TZVPD

```
! wB97M-V def2-TZVPD RIJCOSX def2/J DEFGRID3
* xyz 0 2
N -0.16640 0.50929 0.18940
C 0.74947 -0.62958 0.67801
C -0.06790 -1.89591 0.96523
N -1.17516 -1.54376 1.85083
H 0.11934 0.68373 -0.78148
H -0.31824 1.37555 0.73948
H -1.09803 0.07721 0.11467
H 1.24133 -0.17985 1.53477
H 1.35983 -0.83207 -0.19726
H 0.57518 -2.61352 1.47533
H -0.30837 -2.27972 -0.02276
H -2.10793 -1.85694 1.59709
H -1.04897 -1.87291 2.80505
H -0.42036 3.61339 -1.41073
H 0.28572 3.42488 -0.08183
O 0.18306 3.00465 -0.96346
H 0.97983 -0.32937 -3.23990
H 0.51279 1.11907 -2.77715
O 0.70482 0.22589 -2.47530
*
```

Output
* gap between HOMO and LUMO (spin up / spin down): 3.43 / 10.52 eV
* HOMO (spin up / spin down): -2.76 / -10.10 eV
* expectation value of S²: 0.75
* M: 97.1 g mol⁻¹

=====

b | Molecular formula: C2H13N2O2
Method: DFT, ωB97M-V/def2-TZVPD

```
! wB97M-V def2-TZVPD RIJCOSX def2/J DEFGRID3
* xyz 0 2
C 0.29322 0.90963 -2.07039
N 1.74285 1.03626 -1.79173
C -0.47164 0.52486 -0.80571
N 0.37760 0.42829 0.40235
H 0.12867 0.15653 -2.83585
H -0.04645 1.86968 -2.44305
H 2.23337 0.23418 -2.18768
H 2.11190 1.86073 -2.25299
H -1.08480 -0.36572 -0.88201
H -1.19769 1.32905 -0.63727
H 0.43830 1.34068 0.91386
H 0.09077 -0.31721 1.02811
H 1.32856 0.25593 0.09932
H -0.10145 -3.24842 1.45808
H 1.06465 -2.42326 1.91327
O 0.20426 -2.32858 1.46942
H -1.50863 -0.20752 2.81526
H -2.77439 0.39353 2.16099
O -1.99579 -0.15124 1.98129
*
```

Output
* gap between HOMO and LUMO (spin up / spin down): 3.66 / 10.82 eV
* HOMO (spin up / spin down): -2.72 / -10.21 eV
* expectation value of S²: 0.75
* M: 97.1 g mol⁻¹

=====

Sorted by energy, starting with the most stable: b, a.

=====

a | Molecular formula: C4H7N2OS
Method: DFT, ωB97M-V/def2-TZVPD

```
! wB97M-V def2-TZVPD RIJCOSX def2/J DEFGRID3
* xyz 1 1
C -1.26929 -0.75112 0.09338
C -0.30225 -1.65283 -0.11007
C 1.49528 -0.26955 0.09991
C -1.12281 0.81069 0.08778
N 1.05658 -1.43107 -0.27015
N 0.06080 1.00773 0.85974
O -1.05990 1.41317 -1.13830
S 3.02325 0.34201 -0.12481
H -2.30007 -1.01174 0.30938
H -0.68568 -2.74264 -0.08030
H -1.89176 1.33364 0.62693
H 1.60890 -2.26046 -0.30933
H 0.50525 1.89850 0.56902
H -1.96461 1.80076 -1.35033
H 2.84632 1.51289 0.73714
*
```

Output
* gap between HOMO and LUMO (spin up / spin down): 8.97 / 8.97 eV
* HOMO (spin up / spin down): -13.85 / -13.85 eV
* M: 131.2 g mol⁻¹

=====

b | Molecular formula: C4H7N2OS
Method: DFT, ωB97M-V/def2-TZVPD

```
! wB97M-V def2-TZVPD RIJCOSX def2/J DEFGRID3
* xyz 1 1
C -1.78087 -0.98831 -0.59641
C -2.03545 0.94076 0.59653
C -1.12975 0.17225 -0.09268
C 1.44929 0.10574 0.64768
N -3.07564 -1.08552 -0.28532
N 2.49349 -0.04896 -0.42081
O 0.10179 0.58208 -0.41104
S -3.59434 0.21107 0.63042
H -1.36409 -1.83290 -1.20287
H -1.72861 1.75948 1.11824
H 1.16460 -0.78128 1.31442
H 1.42046 1.15728 0.86901
H 2.54654 -1.04616 -0.82243
H 3.38143 0.27376 -0.13050
H 2.15116 0.58072 -1.21426
*
```

Output
* gap between HOMO and LUMO: 8.28 eV
* HOMO: -12.61 eV
* M: 131.2 g mol⁻¹

=====

Sorted by energy, starting with the most stable: b, a.

=====

a | Molecular formula: C5H11NO2
Method: DFT, ωB97M-V/def2-TZVPD

```
! wB97M-V def2-TZVPD RIJCOSX def2/J DEFGRID3
* xyz -2 1
C 0.98083 -0.85164 1.65093
C 0.36215 -0.18110 0.41237
C -0.88054 -0.97999 -0.02845
C -0.83997 -1.70243 -1.42379
O -1.18981 -3.03220 -1.39013
N 0.05486 1.21044 0.75521
C 0.97713 2.27044 0.27837
O 0.33103 3.28340 -0.33934
H 1.84155 -0.26889 1.98898
H 0.23759 -0.78413 2.43595
H 1.28349 -1.86114 1.37472
H 1.07042 -0.13348 -0.42880
H -1.74363 -0.30250 -0.06773
H -1.13604 -1.75316 0.70320
H 0.18754 -1.53481 -1.83697
H -1.57307 -1.19397 -2.07860
H -0.85050 1.47369 0.37529
H 1.53748 2.64218 1.17451
H 1.72911 1.76854 -0.39016
*
```

Output
* gap between HOMO and LUMO: 6.21 eV
* HOMO: 0.56 eV
* M: 117.1 g mol⁻¹

=====

b | Molecular formula: C5H11NO2
Method: DFT, ωB97M-V/def2-TZVPD

```
! wB97M-V def2-TZVPD RIJCOSX def2/J DEFGRID3
* xyz -2 1
C 0.72558 -1.48148 -0.00951
C 0.08532 -0.12289 -0.27708
C -1.31509 -0.09963 0.33486
C -2.35687 -1.14540 -0.13213
O -3.59201 -0.99830 0.42738
N 0.88328 0.96972 0.27120
C 2.40040 1.10685 0.03883
O 2.74273 2.15738 -0.70726
H 0.53664 -1.84404 0.99579
H 0.21898 -2.19426 -0.69060
H 1.77436 -1.53849 -0.29489
H -0.02985 -0.01643 -1.36179
H -1.78928 0.85876 0.12176
H -1.27160 -0.06271 1.42885
H -1.94213 -2.16888 0.05885
H -2.33235 -1.06791 -1.26362
H 0.54565 1.87016 -0.03527
H 2.78788 1.14533 1.07757
H 2.71477 0.13708 -0.39809
*
```

Output
* gap between HOMO and LUMO: 6.26 eV
* HOMO: 0.55 eV
* M: 117.1 g mol⁻¹

=====

Sorted by energy, starting with the most stable: b, a.